{
  "formula": "C56H48N12O2S3Sn",
  "method": "the ωB97M-V functional and the def2-TZVPD basis",
  "elements": ["C", "H", "C", "H", "N", "C", "H", "H", "C", "C", "N", "H", "N", "H", "O", "H", "H", "C", "C", "H", "H", "C", "H", "C", "C", "C", "N", "H", "C", "C", "C", "H", "C", "H", "H", "C", "C", "C", "C", "C", "H", "H", "H", "N", "C", "N", "S", "N", "H", "C", "H", "C", "H", "C", "H", "C", "N", "H", "N", "C", "H", "C", "H", "N", "C", "C", "C", "H", "C", "H", "H", "C", "H", "H", "C", "H", "C", "C", "H", "C", "H", "H", "H", "H", "C", "C", "C", "C", "H", "H", "H", "H", "C", "N", "C", "H", "C", "H", "H", "O", "C", "C", "C", "C", "S", "C", "C", "H", "C", "H", "H", "C", "C", "H", "N", "C", "H", "C", "S", "C", "Sn", "C"],
  "coordinates": [[17.84756, 11.43042, 10.62964], [13.93597, 12.78332, 17.45868], [11.13550, 16.18134, 6.92929], [18.55460, 17.95693, 8.23250], [19.22763, 15.10808, 10.20440], [17.44198, 16.31011, 9.79583], [13.20890, 16.13356, 6.35518], [16.62353, 16.71558, 9.22556], [16.68268, 12.69010, 12.17770], [12.50343, 16.26346, 7.13312], [20.89902, 21.20752, 7.10644], [19.14958, 20.64686, 14.06518], [17.35990, 20.35465, 13.00248], [14.49551, 17.12926, 14.92627], [19.62699, 20.49690, 8.79774], [14.36931, 18.56346, 14.13357], [10.78999, 16.04683, 5.95361], [18.76815, 15.33493, 7.82253], [18.91225, 11.97091, 12.76544], [10.00178, 13.73887, 11.26909], [22.26063, 16.76921, 5.29135], [10.39053, 12.94658, 14.83942], [9.81346, 10.93838, 15.31709], [10.73636, 16.21801, 9.27624], [19.55090, 22.45827, 10.16304], [19.59358, 23.83845, 10.32303], [16.42501, 18.53645, 12.39212], [10.91723, 14.79803, 14.01049], [10.24108, 16.06076, 7.99152], [11.95408, 13.43070, 10.31195], [10.45636, 12.49084, 8.22114], [13.70623, 13.03480, 9.19283], [11.91430, 18.07200, 11.88803], [17.77126, 21.79590, 14.35829], [22.21844, 19.10311, 6.19354], [14.88237, 10.37500, 15.28302], [17.51772, 19.02963, 13.03052], [21.45821, 18.35312, 6.45928], [10.66179, 20.02775, 13.22800], [18.96914, 23.53216, 12.64162], [19.77636, 11.77135, 13.42448], [11.06058, 18.88526, 14.98757], [14.85872, 19.64783, 11.33050], [16.23425, 20.75415, 12.40028], [19.97019, 21.85268, 8.88870], [18.43016, 15.60188, 9.25405], [15.32602, 13.51224, 12.85892], [14.24118, 13.63956, 11.65870], [12.36048, 12.10593, 7.26492], [12.98804, 16.47806, 8.41480], [12.12359, 17.02263, 13.67655], [20.27823, 20.20935, 7.62911], [19.24876, 15.41901, 12.23361], [12.58528, 13.02500, 9.14152], [19.54763, 25.44974, 11.70362], [17.79046, 12.67141, 13.09353], [20.75555, 22.29261, 7.98691], [9.87735, 12.05070, 7.40574], [12.36215, 15.54201, 12.01160], [9.79301, 12.94888, 9.32998], [20.72596, 15.02900, 5.93956], [14.89380, 12.52861, 14.26128], [10.17073, 20.87438, 13.76508], [15.71415, 14.90999, 13.37496], [15.02599, 11.13965, 14.11796], [16.68454, 12.10622, 10.93085], [20.57860, 16.06833, 6.28372], [19.35848, 20.53023, 11.10750], [11.76690, 17.92055, 13.24277], [11.57453, 19.21498, 10.09112], [18.36911, 18.53999, 13.40243], [14.26345, 12.33392, 16.51713], [17.93574, 10.91339, 9.67207], [8.73397, 12.82662, 9.41623], [11.34166, 10.93706, 13.84706], [19.89471, 24.47201, 9.50322], [10.43378, 11.55054, 14.71630], [11.11216, 13.73860, 13.99104], [15.23425, 9.37777, 15.38610], [12.06641, 16.51229, 9.43789], [10.03215, 16.17892, 10.08570], [14.05347, 16.62961, 8.66460], [14.47639, 14.23687, 15.52936], [18.59857, 23.97089, 13.56521], [19.46104, 17.77234, 7.62408], [20.37006, 18.75840, 7.22742], [15.69025, 19.66322, 11.96738], [14.49249, 10.95156, 16.48723], [19.20312, 14.35237, 7.72723], [11.43183, 9.89087, 13.80106], [15.44339, 10.70458, 13.20413], [14.37620, 10.35487, 17.35100], [10.75778, 20.14964, 11.84507], [17.53948, 16.26222, 11.13517], [14.58975, 13.15362, 15.46518], [9.17873, 15.88724, 7.83384], [11.44339, 19.15652, 11.15439], [10.31126, 20.93003, 11.26214], [15.77454, 12.08604, 10.37830], [14.61666, 17.60373, 14.06339], [18.94322, 11.35193, 11.44291], [19.37072, 24.36997, 11.58868], [11.95084, 13.16656, 13.04836], [11.82423, 12.55035, 8.07772], [12.71313, 14.03442, 11.79576], [19.32114, 21.61056, 11.23613], [18.90968, 22.16625, 12.49701], [17.79867, 15.27233, 7.29727], [19.61396, 16.45811, 7.19411], [12.87464, 11.29549, 12.34889], [17.74086, 13.18245, 14.10387], [18.33038, 21.28458, 13.56705], [12.12822, 11.74428, 13.08053], [19.88715, 10.90718, 11.10012], [14.29243, 17.07119, 10.88754], [21.55055, 17.05199, 6.00578], [9.73598, 13.45676, 15.57055], [18.67342, 15.53909, 11.30249], [12.80134, 16.76820, 11.04782], [10.56453, 13.42886, 10.39734], [15.68664, 16.61390, 12.31091], [11.18982, 18.98663, 13.89967]],
  "atomic_forces_ev_per_a": [[0.6496, -0.9702, -2.0847], [0.1457, -0.0933, -0.3066], [0.2545, -0.8230, 0.8698], [0.8611, 0.4732, -0.2540], [-0.1826, 0.5708, 0.4042], [-0.1600, -0.8455, -0.8876], [0.3379, 0.1842, -0.9196], [0.0115, 0.2120, 0.0012], [0.9119, 0.3914, 0.6601], [-0.0426, 0.2589, 0.9894], [0.3000, -0.4069, 0.1041], [-1.2892, 0.8174, -0.6500], [0.9974, -1.2461, 0.7217], [0.0261, 0.7890, -0.9021], [0.8521, 1.4514, -1.3833], [0.2155, -1.1967, 0.1395], [-0.5816, -0.0530, -1.4473], [-1.5561, 1.3675, -0.6597], [0.7509, -1.5120, -2.0681], [0.3223, 0.0720, 0.2470], [1.4167, -0.0976, -0.6561], [-0.9458, -0.7120, 0.8609], [-0.6008, -0.4187, 0.5543], [-1.1120, 0.4076, -0.1856], [0.6901, -0.4218, -0.2404], [0.1804, 0.1844, 0.9723], [0.3577, 0.9641, -0.3276], [0.2228, 0.2591, -0.0564], [0.4507, 0.4947, 0.0199], [-0.9056, 0.1897, -0.1286], [-0.6998, -0.5520, -1.6131], [-1.1809, -0.1240, -0.5939], [0.2479, -0.6791, -1.2028], [0.4794, 0.3515, -0.1856], [-0.4041, -0.4830, 0.0792], [0.3389, 0.6500, 0.1849], [-2.7384, 1.9066, -1.5695], [0.3741, 0.5980, -0.2407], [-1.2012, 3.1700, -0.4632], [-0.4604, 0.7498, 0.1696], [-0.6923, 0.5953, -0.2678], [0.0252, 0.3403, -0.5083], [-1.1299, -0.3049, -0.4959], [0.5175, 0.0641, -0.3570], [-0.5262, -0.5936, 2.0287], [-0.2449, -0.1159, -0.8949], [-0.5683, 2.2999, -0.0074], [-0.0407, -0.7832, -0.0309], [-0.1124, 0.0228, -0.6000], [0.5966, 0.1543, -0.2520], [0.0067, -0.3982, 0.7612], [0.2284, -1.4934, -0.0747], [-0.9146, -0.1061, -0.3041], [1.7116, 0.1121, 0.8972], [-0.4492, -0.6143, 0.2713], [-0.7134, 0.5190, 1.0691], [-0.9428, -0.8675, -0.5646], [0.1326, 0.1115, 0.2291], [0.3265, -0.2666, 0.2645], [1.2262, 0.0950, 1.0698], [-0.2665, 0.7471, 0.1936], [0.2441, -0.2786, -0.5157], [0.3598, -0.9916, -0.3113], [-0.1868, 0.6200, 0.2896], [0.7055, 0.0338, 0.8183], [0.1000, -0.0288, 1.7122], [1.2896, 0.8965, 0.7002], [0.0304, 0.2112, -0.0753], [-0.0009, 0.8224, -0.5831], [0.0089, -0.0272, -0.3763], [0.7185, -0.6580, 0.5067], [0.1374, -0.2194, 1.6385], [-0.1970, 0.2001, 0.1441], [-0.4268, 0.1915, 0.0797], [-0.3990, 1.5314, 0.6381], [-0.0928, 0.0314, -0.1257], [0.6300, 0.8380, -0.0479], [0.0204, 0.9090, -0.7178], [-0.1006, -0.9394, -0.7029], [1.3038, 0.0973, 0.9287], [0.0017, 0.0319, 0.4748], [-0.7661, -0.1521, -0.4718], [0.1894, -0.3977, -0.0101], [0.3185, 0.0706, -0.0314], [-0.6431, 0.0262, 0.1115], [-0.3483, 0.6055, 0.1918], [1.6071, -0.8854, 1.4636], [-0.2676, 1.4441, -1.6543], [0.4095, -0.0819, 0.3917], [0.0853, -1.1422, -0.0627], [-0.3899, 0.0630, 0.3317], [-0.0979, -0.4678, 0.8085], [0.5463, -1.0432, -0.2939], [-0.4374, 0.0139, -0.8054], [-0.9656, 0.1735, -0.6928], [0.2629, 0.0388, -0.0423], [-0.1007, -0.0106, 0.4133], [-0.1498, 0.5025, 0.1756], [-0.2528, -0.0226, -0.7107], [-0.2453, -0.0861, 1.1566], [0.7099, 1.1927, 2.1528], [0.2923, 0.2057, -0.4965], [-0.3206, -1.7946, 1.4548], [1.0103, 0.0736, 1.2094], [0.9408, -0.3063, -1.1691], [-1.1347, 0.4800, 1.4920], [0.3367, -0.2905, -1.8661], [0.1824, 0.0405, 0.2444], [-0.2711, -1.2784, 0.7755], [-1.1281, 0.5039, 1.0028], [-0.1892, -0.6712, -1.3829], [1.3557, -0.3289, 0.9856], [1.4476, 0.7155, -2.6322], [-0.6742, -0.1119, 0.1879], [0.2360, -0.7044, 0.7313], [-1.6256, -0.6166, -0.4068], [0.3435, -0.6417, -0.4895], [1.9106, -0.7992, 1.8070], [-0.3613, -0.0092, 0.0726], [-1.1673, -0.3983, -0.3086], [-0.3563, -0.7805, -0.8370], [0.0578, -1.7963, 2.3501]],
  "mulliken_charge": [-0.946, 0.489, -0.739, 0.346, -0.828, -0.712, 0.542, 0.815, 0.319, -0.793, -0.409, 0.173, 0.733, 0.279, -0.172, 0.297, 0.511, -1.207, -0.817, 0.467, 0.452, -0.840, 0.518, -0.233, 0.328, -0.790, 0.152, 0.463, -0.925, 0.789, -0.573, 0.208, 0.797, 0.489, 0.499, -1.088, -0.196, -0.777, -0.688, -0.809, 0.461, 0.514, 0.775, -0.783, 0.512, 1.156, 1.038, 0.222, 0.593, -0.136, 0.764, 0.350, 0.484, 0.197, 0.406, -0.590, -0.389, 0.475, 0.246, -0.973, 0.390, 0.765, 0.418, -1.102, -0.745, 0.074, -0.941, 0.589, -0.676, 0.639, 0.498, -0.677, 0.492, 0.560, -0.898, 0.524, -0.721, -0.415, 0.532, -0.347, 0.644, 0.412, 0.407, 0.400, -0.038, 0.305, -0.722, -0.722, 0.482, 0.601, 0.506, 0.582, -0.821, 0.009, -0.374, 0.521, -0.633, 0.533, 0.582, -0.458, -0.596, -0.672, 0.590, -1.024, 0.971, -0.417, 0.671, 0.291, 0.955, 0.384, 0.365, -0.779, -0.592, 0.451, -0.656, -0.672, 0.505, -0.886, 1.946, -1.022, 2.719, -1.152],
  "lumo_ev": -10.18,
  "total_charge": 4,
  "homo_lumo_gap_ev": 5.66,
  "relative_energy_kj_mol": 122.8
}